{
  "formula": "C4H8FIN",
  "method": "ωB97M-V with the def2-TZVPD basis set",
  "species": ["C", "C", "C", "C", "N", "F", "I", "H", "H", "H", "H", "H", "H", "H", "H"],
  "coordinates": [[0.942515, 1.642802, 0.189731], [0.313342, 0.252897, 0.426426], [1.589553, 0.503815, -0.485991], [-1.346265, -1.601842, -0.009540], [-1.098643, -0.113636, 0.002633], [1.403717, 0.530852, -1.814834], [3.473754, -0.311287, 0.052369], [0.436944, 2.386919, -0.472841], [1.301614, 2.072247, 1.088526], [0.372330, -0.179403, 1.378221], [-2.248964, -1.744424, -0.616560], [-0.501567, -1.984638, -0.425540], [-1.435370, -2.112835, 0.961342], [-1.818473, 0.260240, 0.680222], [-1.384486, 0.398292, -0.954169]],
  "atomic_forces_ev_per_a": [[-1.5, 0.0, -0.2], [-0.3, 1.2, -1.8], [-0.7, -0.4, 1.1], [-2.0, 0.8, 0.1], [-1.3, 2.0, -1.2], [-0.3, -0.4, -0.4], [-0.6, 0.2, -0.1], [0.4, -0.9, 0.5], [0.7, 0.4, 0.5], [1.0, -0.5, 1.2], [0.4, -0.3, 0.2], [2.1, -1.4, -1.7], [-0.2, 1.0, 0.0], [1.2, 0.1, -0.6], [0.9, -1.8, 2.3]],
  "total_charge": 1,
  "molar_mass_g_mol": 216.02,
  "lumo_ev": -3.673,
  "smiles": "C[NH2+][C@@H]1C[C@@]1(F)I",
  "homo_ev": -13.29,
  "homo_lumo_gap_ha": 0.354,
  "total_energy_ev": -16576.9653,
  "e_above_lowest_kcal_mol": 12.7
}

{
  "formula": "C4H8FN",
  "method": "ωB97M-V with the def2-TZVPD basis set",
  "species": ["C", "C", "C", "C", "N", "F", "H", "H", "H", "H", "H", "H", "H", "H"],
  "coordinates": [[-0.166534, 0.796075, 0.553890], [-1.408718, 0.012326, 1.025290], [0.605892, -0.954894, -1.324820], [0.986125, -0.165416, -0.008523], [-0.288835, 2.064376, 0.416752], [2.159396, 0.681435, -0.188757], [-2.252217, 0.601049, 1.171038], [-1.524586, -0.840520, 0.374977], [-1.254316, -0.499168, 1.976244], [1.459966, -1.163889, -1.876880], [0.121713, -1.918721, -1.150329], [-0.078756, -0.413501, -1.867370], [1.225068, -0.811944, 0.882850], [0.415804, 2.612798, 0.015633]],
  "atomic_forces_ev_per_a": [[-0.7, 0.3, -1.7], [2.7, -1.1, 0.5], [0.1, -0.2, 3.3], [0.0, 1.2, 1.3], [-1.5, -2.3, 1.4], [-1.5, -1.3, -0.2], [-1.4, 1.2, -0.3], [-0.6, 0.0, -0.6], [0.4, 0.2, 0.3], [1.7, -0.1, -1.0], [0.1, 0.1, 0.6], [-1.4, 1.5, -1.5], [0.1, 0.3, -1.2], [1.8, 0.3, -0.7]],
  "molar_mass_g_mol": 89.11,
  "lumo_ev": 0.975,
  "smiles": "[H]/N=C(/C)[C@@H](C)F",
  "homo_ev": -9.65,
  "homo_lumo_gap_ha": 0.390,
  "total_energy_ev": -8484.2384,
  "e_above_lowest_kcal_mol": 18.4
}

{
  "formula": "C4H8FN",
  "method": "ωB97M-V with the def2-TZVPD basis set",
  "species": ["C", "C", "C", "C", "H", "H", "H", "H", "H", "H", "H", "H", "N", "F"],
  "coordinates": [[-1.017206, 0.433677, 0.425434], [0.073292, -0.430070, -0.401496], [1.267511, 0.208339, -0.138270], [2.339251, -0.358631, 0.138889], [-2.617491, 1.010613, -0.681455], [-2.264578, -0.878366, -0.435469], [-0.931686, 0.301219, 1.408016], [-0.976344, 1.588198, 0.178091], [0.155328, -1.471727, 0.149666], [-0.498048, -0.849330, -1.410856], [3.450475, 0.063965, 0.368589], [2.132944, -1.329765, 0.559814], [-2.350962, 0.198899, 0.037811], [1.237514, 1.512985, -0.198770]],
  "atomic_forces_ev_per_a": [[0.6, 3.0, -5.1], [-6.8, -3.8, 1.2], [-0.3, 2.9, -2.2], [7.9, -2.7, 3.4], [0.4, -3.3, 1.5], [-1.4, 4.1, 1.1], [0.9, -0.6, 4.1], [1.1, -2.2, 0.9], [-0.3, 1.9, -0.9], [2.3, 2.0, 1.8], [-3.2, -0.6, -0.7], [0.8, -0.7, -0.7], [-2.0, -2.5, -3.6], [0.0, 2.7, -0.9]],
  "molar_mass_g_mol": 89.11,
  "lumo_ev": 0.919,
  "smiles": "C=C(F)CCN",
  "homo_ev": -9.14,
  "homo_lumo_gap_ha": 0.370,
  "total_energy_ev": -8481.0732,
  "e_above_lowest_kcal_mol": 91.4
}

{
  "formula": "C4H8FN2",
  "method": "ωB97M-V with the def2-TZVPD basis set",
  "species": ["C", "C", "C", "C", "N", "N", "F", "H", "H", "H", "H", "H", "H", "H", "H"],
  "coordinates": [[1.717098, 0.570280, -0.061769], [-0.851050, -0.548191, 0.734949], [3.859772, -0.410211, -0.667520], [-2.035031, 0.788027, -0.827716], [2.859659, 0.130690, -0.107448], [-1.613253, -0.515695, -0.302187], [1.470222, 1.489310, 0.867242], [-0.483193, -1.354685, 1.339276], [-0.575916, 0.464716, 1.043360], [4.013527, 0.015435, -1.632003], [4.496402, -1.222157, -0.294419], [-1.389065, 1.561513, -0.617825], [-2.183450, 0.535930, -1.907043], [-2.972016, 0.783648, -0.459698], [-1.797921, -1.376022, -0.756768]],
  "atomic_forces_ev_per_a": [[-3.0, -0.5, 0.3], [-0.1, 2.2, -0.6], [-0.6, 0.7, -0.1], [0.1, -4.0, -3.6], [2.8, -1.7, 0.1], [2.6, 0.0, 2.4], [0.4, 1.0, 0.2], [-0.1, -0.8, -0.5], [0.0, -0.5, 0.5], [1.0, 0.1, -0.7], [-0.7, 0.3, 0.2], [1.3, 1.5, 0.5], [0.4, 1.1, 0.6], [-3.3, 1.4, 1.3], [-0.8, -0.8, -0.7]],
  "total_charge": 1,
  "molar_mass_g_mol": 103.12,
  "lumo_ev": -4.585,
  "homo_ev": -12.74,
  "homo_lumo_gap_ha": 0.300,
  "total_energy_ev": -9964.3516,
  "e_above_lowest_kcal_mol": 103.2
}